Density functional theory data (wB97M-V/def2-TZVPD) for C25H93ClNNbO22PS as an isolated structure in a non-equilibrium geometry.

Positions of all 145 atoms, in Å:
C  2.4482  -2.9118  4.1364
C  1.8433  -2.2442  3.1457
Nb  2.5903  -0.3967  2.0601
C  1.1101  1.0612  2.9068
C  -0.1894  1.2483  2.0773
C  -1.1480  0.1194  2.4608
C  -2.1527  -0.1852  1.3525
S  -3.0333  -1.7097  1.7504
O  -2.5431  -2.3174  2.9444
O  -4.4433  -1.4522  1.6683
Cl  -2.5516  -3.0232  0.2234
P  4.2123  -1.8845  0.6548
N  3.7208  -1.8867  -1.0218
O  5.7488  -1.1954  0.5635
H  1.9508  -3.7109  4.6823
H  3.4693  -2.6988  4.4382
H  0.8693  -2.6617  2.8570
H  3.8085  -0.1933  3.4326
H  3.4545  0.9842  1.2169
H  1.4180  -0.6898  0.6350
H  1.5496  2.0520  3.0566
H  0.8124  0.6643  3.8848
H  -0.6350  2.2352  2.2439
H  0.0214  1.1896  1.0092
H  -1.6810  0.3579  3.3817
H  -0.5373  -0.7697  2.6168
H  -2.9825  0.5195  1.3458
H  -1.6598  -0.2577  0.3852
H  3.0192  -2.6164  -1.1098
H  3.2397  -1.0072  -1.1823
H  6.2883  -1.6819  1.1946
C  5.2046  -0.0344  -3.5035
O  4.2341  0.5178  -4.4029
H  5.1711  0.5247  -2.5751
H  4.9813  -1.0808  -3.2931
H  6.2056  0.0502  -3.9339
H  4.2870  0.0043  -5.2133
C  -3.9174  3.1933  2.1898
O  -2.9664  3.4385  1.1632
H  -4.2438  2.1579  2.0960
H  -3.4819  3.3382  3.1843
H  -4.7754  3.8515  2.0652
H  -2.6899  4.3555  1.2413
C  7.4780  2.3675  -0.7865
O  7.4666  1.2514  -1.6627
H  7.0113  3.1942  -1.3180
H  6.9036  2.1659  0.1210
H  8.4981  2.6578  -0.5124
H  7.8561  0.5010  -1.2050
C  7.2103  -3.1502  -4.4785
O  6.2591  -2.6378  -5.4016
H  7.1293  -2.5553  -3.5720
H  6.9983  -4.1949  -4.2333
H  8.2284  -3.0656  -4.8699
H  6.3136  -3.1573  -6.2085
C  1.4478  -4.8633  0.3982
O  0.5718  -3.9266  -0.2268
H  2.4124  -4.7953  -0.0988
H  1.5820  -4.6199  1.4543
H  1.0744  -5.8903  0.3056
H  -0.2715  -3.9478  0.2378
C  -6.7146  1.7887  0.0290
O  -6.8134  0.8253  1.0691
H  -7.3768  2.6140  0.2808
H  -5.6902  2.1620  -0.0595
H  -7.0239  1.3604  -0.9290
H  -6.2206  0.0938  0.8646
C  -5.4149  7.0505  1.1016
O  -4.5692  6.2202  1.8930
H  -6.2864  6.4666  0.8117
H  -5.7516  7.9205  1.6716
H  -4.8917  7.3853  0.2093
H  -3.8119  6.7588  2.1450
C  4.2311  -3.1520  -8.1747
O  4.8944  -4.4039  -7.9760
H  4.8609  -2.3737  -7.7511
H  4.0886  -2.9528  -9.2390
H  3.2664  -3.1337  -7.6655
H  4.3402  -5.0980  -8.3414
C  3.2804  -6.1930  7.1804
O  2.3709  -5.2963  6.5645
H  4.2504  -6.0294  6.7167
H  3.3704  -6.0054  8.2549
H  2.9900  -7.2366  7.0247
H  1.5039  -5.4228  6.9597
C  -4.5907  -4.3589  -2.9283
O  -4.8295  -3.0592  -2.3966
H  -5.4134  -4.5918  -3.6046
H  -3.6530  -4.3907  -3.4844
H  -4.5648  -5.1128  -2.1363
H  -4.0994  -2.8599  -1.7987
C  -0.3950  0.6163  7.4467
O  -0.3380  1.4285  6.2868
H  0.5437  0.0691  7.5068
H  -0.5113  1.2168  8.3550
H  -1.2129  -0.1088  7.3926
H  -1.1673  1.9149  6.2188
C  -2.6449  9.4231  -0.9572
O  -2.7779  8.4415  0.0698
H  -3.2989  10.2513  -0.7027
H  -1.6213  9.7958  -1.0128
H  -2.9391  9.0143  -1.9280
H  -2.1919  7.7103  -0.1481
C  -0.7653  12.7712  -0.8858
O  -1.6932  12.3131  0.0886
H  -1.2188  12.6086  -1.8611
H  -0.5545  13.8379  -0.7723
H  0.1748  12.2148  -0.8398
H  -1.3051  12.4473  0.9577
C  -8.3554  -4.7255  -4.8520
O  -8.4724  -3.4422  -4.2499
H  -9.2191  -4.8625  -5.4983
H  -7.4448  -4.7911  -5.4537
H  -8.3489  -5.5103  -4.0908
H  -7.7107  -3.3148  -3.6739
C  -3.6481  4.3365  6.1180
O  -2.9794  3.0828  6.2195
H  -2.9888  5.0962  6.5296
H  -3.8664  4.5853  5.0771
H  -4.5787  4.3275  6.6904
H  -3.5619  2.4096  5.8532
C  3.5051  -0.1633  7.3763
O  3.5832  0.7062  6.2659
H  4.4611  -0.6790  7.4478
H  3.3296  0.3785  8.3139
H  2.7199  -0.9155  7.2465
H  2.7391  1.1585  6.1636
C  -8.3020  0.0850  -4.0806
O  -7.0829  0.8218  -4.0922
H  -9.0204  0.6454  -4.6748
H  -8.1730  -0.9064  -4.5184
H  -8.6926  -0.0196  -3.0642
H  -6.4353  0.3345  -3.5743
C  -0.6512  -6.1552  -3.2680
O  -1.0056  -4.8735  -2.7727
H  -1.4192  -6.4498  -3.9809
H  0.3140  -6.1338  -3.7814
H  -0.6115  -6.9006  -2.4684
H  -0.3273  -4.5960  -2.1453
C  8.6731  -5.0183  -7.6509
O  7.9002  -4.0862  -8.3921
H  9.7091  -4.9056  -7.9633
H  8.6110  -4.8288  -6.5761
H  8.3567  -6.0468  -7.8493
H  6.9819  -4.1709  -8.1093

- energy (Eh) = -3974.48831
- relative energy (zero: lowest compared OMol25 entry of this formula, charge and spin) (kJ/mol) = 0.0
- HOMO (eV) = -3.51
- net charge = -1
- HOMO-LUMO gap (eV) = 5.20